Record 1
Molecular formula: C37H25N5O3W
Method: DFT, ωB97M-V with the def2-TZVPD basis set

Calculated values
* relative energy (zero: lowest compared OMol25 entry of this formula, charge and spin): 2.3 kcal/mol
* gap between HOMO and LUMO: 3.82 eV
* largest force on an atom: 0.3 eV/A
* total charge: -2

Each line ends with the Löwdin charge.
Atoms and positions in Å:
W1 0.805 -0.941 -0.140  1.70
O1 -3.774 -0.384 3.091  0.03
C1 -3.660 0.772 2.402  -0.28
C2 -4.605 1.769 2.634  -0.04
C3 -4.516 2.983 1.974  -0.10
C4 -3.484 3.228 1.074  -0.08
C5 -2.556 2.236 0.824  0.01
C6 -2.639 1.000 1.465  -0.07
C7 -1.611 -0.008 1.170  -0.39
O2 -0.857 0.195 0.156  -0.14
N1 -1.492 -1.065 1.943  0.07
N2 -0.405 -1.806 1.547  -0.09
C8 -0.186 -2.910 2.150  -0.07
C9 0.940 -3.776 1.849  -0.15
C10 0.919 -5.095 2.312  -0.07
C11 1.964 -5.967 2.079  -0.12
C12 3.082 -5.508 1.382  -0.11
C13 3.143 -4.204 0.934  -0.01
C14 2.080 -3.315 1.147  -0.34
O3 2.183 -2.071 0.742  -0.24
H1 -2.972 -0.924 2.880  0.06
H2 -5.390 1.571 3.354  0.10
H3 -5.249 3.754 2.179  0.09
H4 -3.394 4.188 0.584  0.10
H5 -1.724 2.405 0.149  0.12
H6 -0.887 -3.220 2.923  0.13
H7 0.044 -5.430 2.861  0.10
H8 1.920 -6.989 2.433  0.09
H9 3.912 -6.178 1.190  0.09
H10 4.006 -3.831 0.398  0.11
N3 -1.196 8.838 -1.396  0.06
C15 -0.774 7.774 -1.205  -0.28
C16 -0.258 6.479 -0.975  -0.31
C17 0.357 6.130 0.244  -0.08
C18 0.853 4.876 0.474  -0.05
C19 0.806 3.820 -0.509  -0.19
C20 0.208 4.225 -1.760  -0.07
C21 -0.309 5.470 -1.969  -0.08
C22 1.268 2.515 -0.279  -0.13
C23 1.417 1.936 1.062  -0.27
C24 1.200 2.450 2.345  -0.10
C25 1.441 1.403 3.268  -0.15
C26 1.775 0.298 2.531  -0.25
N4 1.750 0.595 1.184  -0.11
C27 1.666 1.711 -1.431  -0.26
C28 2.241 2.154 -2.607  -0.09
C29 2.365 1.045 -3.490  -0.13
C30 1.881 -0.046 -2.833  -0.21
N5 1.484 0.325 -1.552  -0.15
H11 0.461 6.889 1.014  0.10
H12 1.379 4.698 1.397  0.07
H13 0.120 3.492 -2.550  0.10
H14 -0.787 5.692 -2.918  0.10
H15 0.872 3.437 2.615  0.06
H16 1.376 1.467 4.345  0.06
H17 2.032 -0.696 2.865  0.07
H18 2.523 3.174 -2.809  0.10
H19 2.778 1.051 -4.489  0.07
H20 1.835 -1.081 -3.129  0.07
C31 0.228 -2.216 -1.255  -0.21
C32 -0.166 -3.239 -2.191  -0.30
C33 -0.552 -2.907 -3.498  -0.06
C34 -0.917 -3.891 -4.402  -0.11
C35 -0.914 -5.230 -4.029  -0.13
C36 -0.532 -5.574 -2.737  -0.11
C37 -0.162 -4.595 -1.830  -0.05
H21 -0.550 -1.862 -3.783  0.11
H22 -1.211 -3.612 -5.407  0.09
H23 -1.204 -5.997 -4.738  0.08
H24 -0.521 -6.615 -2.435  0.09
H25 0.143 -4.864 -0.825  0.10

***

Record 2
Molecular formula: C27H28N2O7
Method: DFT, ωB97M-V with the def2-TZVPD basis set

Calculated values
* relative energy (zero: lowest compared OMol25 entry of this formula, charge and spin): 116.1 kcal/mol
* gap between HOMO and LUMO: 8.09 eV
* largest force on an atom: 1.4 eV/A
* total charge: 0

Each line ends with the natural charge from an NBO analysis.
Atoms and positions in Å:
C1 -1.039 -4.534 0.598  -0.24
O1 -1.679 -3.526 1.338  -0.55
C2 -3.029 -3.356 0.976  -0.09
C3 -3.620 -2.199 1.777  -0.09
O2 -3.098 -0.953 1.354  -0.51
C4 -3.610 -0.436 0.218  0.78
O3 -4.549 -0.949 -0.357  -0.63
C5 -2.882 0.767 -0.185  -0.17
C6 -3.187 1.484 -1.290  0.28
C7 -4.306 1.218 -2.241  -0.68
N1 -2.438 2.587 -1.624  -0.58
C8 -1.404 3.081 -0.865  0.27
C9 -0.809 4.353 -1.375  -0.65
C10 -1.027 2.424 0.251  -0.17
C11 0.070 2.810 1.140  0.78
O4 0.214 2.361 2.255  -0.61
O5 0.951 3.679 0.594  -0.53
C12 2.180 3.799 1.301  -0.11
C13 3.028 2.570 1.148  -0.18
C14 2.832 1.660 0.199  -0.20
C15 3.592 0.431 0.016  -0.08
C16 3.660 -0.143 -1.254  -0.20
C17 4.366 -1.312 -1.467  -0.21
C18 5.001 -1.939 -0.408  -0.22
C19 4.931 -1.386 0.860  -0.23
C20 4.235 -0.211 1.072  -0.15
C21 -1.681 1.118 0.672  -0.28
C22 -0.640 0.018 0.581  -0.01
C23 -0.064 -0.531 1.721  -0.14
C24 0.897 -1.523 1.627  -0.21
C25 1.290 -1.999 0.393  -0.13
C26 0.716 -1.448 -0.746  -0.03
N2 1.105 -1.931 -2.038  0.53
O6 0.787 -1.272 -3.010  -0.40
O7 1.723 -2.975 -2.095  -0.38
C27 -0.234 -0.438 -0.661  -0.15
H1 -0.019 -4.592 0.969  0.20
H2 -1.024 -4.297 -0.473  0.17
H3 -1.536 -5.503 0.735  0.16
H4 -3.116 -3.141 -0.099  0.18
H5 -3.601 -4.273 1.191  0.17
H6 -4.709 -2.201 1.662  0.21
H7 -3.336 -2.293 2.825  0.20
H8 -4.983 2.072 -2.268  0.22
H9 -3.909 1.063 -3.244  0.22
H10 -4.859 0.336 -1.938  0.28
H11 -2.713 3.103 -2.446  0.40
H12 -1.491 4.849 -2.064  0.21
H13 0.124 4.146 -1.897  0.24
H14 -0.578 5.027 -0.556  0.25
H15 2.676 4.679 0.879  0.20
H16 1.977 3.974 2.365  0.21
H17 3.818 2.470 1.876  0.20
H18 2.052 1.827 -0.536  0.21
H19 3.161 0.343 -2.082  0.22
H20 4.409 -1.743 -2.456  0.22
H21 5.542 -2.859 -0.571  0.21
H22 5.418 -1.878 1.690  0.21
H23 4.168 0.204 2.066  0.20
H24 -1.984 1.201 1.722  0.24
H25 -0.372 -0.169 2.689  0.23
H26 1.336 -1.933 2.523  0.22
H27 2.036 -2.772 0.287  0.24
H28 -0.659 -0.038 -1.570  0.23

***

Record 3
Molecular formula: C13H21P
Method: DFT, ωB97M-V with the def2-TZVPD basis set

Calculated values
* relative energy (zero: lowest compared OMol25 entry of this formula, charge and spin): 0.0 kcal/mol
* gap between HOMO and LUMO (spin up / spin down): 6.49 / 7.71 eV
* largest force on an atom: 3.2 eV/A
* multiplicity: 3
* ⟨S²⟩: 2.01
* total charge: 0

Each line ends with the Mulliken spin population.
Atoms and positions in Å:
C1 -4.076 -0.270 0.197  0.05
C2 -3.192 -0.195 -0.870  -0.02
C3 -3.551 -0.437 1.530  -0.02
C4 -1.842 -0.090 -0.686  0.01
C5 -2.115 -0.359 1.684  0.01
C6 -1.290 -0.047 0.579  0.01
C7 2.083 2.570 0.325  0.00
C8 -0.454 2.777 0.092  0.07
C9 2.464 -0.919 -1.493  0.02
C10 2.451 -2.137 0.705  0.03
C11 0.435 -2.384 -0.651  0.02
C12 0.820 1.856 -0.130  0.05
C13 1.680 -1.560 -0.396  0.76
P1 0.585 0.403 0.963  0.95
H1 -5.199 -0.156 -0.055  0.00
H2 -3.569 0.138 -1.930  0.00
H3 -4.268 -0.598 2.373  0.00
H4 -1.304 0.137 -1.599  -0.01
H5 -1.686 -0.440 2.719  0.00
H6 1.763 3.361 0.954  0.00
H7 2.829 1.978 0.839  0.00
H8 2.592 2.956 -0.526  0.00
H9 -0.725 2.720 1.210  -0.03
H10 -1.310 2.273 -0.422  0.00
H11 -0.313 3.874 -0.152  0.00
H12 2.034 -1.270 -2.467  0.00
H13 2.515 0.186 -1.423  0.03
H14 3.466 -1.194 -1.474  0.02
H15 3.150 -3.019 0.462  0.02
H16 1.780 -2.531 1.517  0.00
H17 3.040 -1.493 1.233  0.00
H18 -0.032 -1.904 -1.532  0.00
H19 0.809 -3.424 -0.599  0.02
H20 -0.296 -2.235 0.206  0.02
H21 0.731 1.435 -1.184  -0.01